[1]
The following is a DFT calculation (ωB97M-V with the def2-TZVPD basis set) of C28H36FN2O2SScSi as an isolated structure in a non-equilibrium geometry.

```
! RIJCOSX wB97M-V def2-TZVPD def2/J DEFGRID3
* xyz 0 1
H -11.147 -13.783 1.482
H -8.731 -14.594 3.690
H -9.631 -20.741 4.124
C -6.143 -14.458 1.038
H -7.201 -10.754 -1.814
H -8.772 -11.721 -1.951
O -11.910 -21.539 -4.467
C -5.694 -12.963 2.986
H -11.798 -17.174 3.472
C -12.343 -20.884 -3.542
H -3.356 -17.267 -0.731
H -3.792 -15.407 -0.566
H -9.985 -15.397 4.619
C -6.583 -14.683 -0.304
H -12.614 -16.182 2.264
C -9.146 -18.408 1.583
H -12.125 -16.922 -1.208
C -9.341 -20.336 3.147
H -7.191 -11.301 1.466
H -8.797 -22.286 2.324
O -13.427 -21.388 -2.859
C -4.171 -16.453 -0.489
C -8.024 -11.294 -1.256
H -4.471 -16.630 0.531
C -10.752 -19.084 -4.062
H -9.682 -18.204 3.599
H -5.851 -15.346 1.625
H -9.456 -17.395 -4.555
H -4.796 -13.575 3.159
C -6.327 -13.201 1.648
H -4.965 -14.674 -2.504
C -11.809 -19.569 -3.241
C -6.973 -13.581 -1.055
N -9.133 -17.042 1.187
C -5.598 -17.998 -1.882
C -9.367 -18.952 2.865
C -5.113 -15.759 -2.689
H -8.563 -16.302 4.064
C -12.031 -18.855 -2.079
H -10.469 -19.685 -4.955
Si -10.110 -15.960 2.147
C -10.568 -17.023 -2.722
H -9.399 -13.786 1.273
C -10.151 -17.860 -3.779
H -13.786 -20.762 -2.227
H -11.733 -17.692 1.766
H -6.007 -15.935 -3.313
H -4.863 -18.405 -2.618
Sc -8.522 -16.711 -0.788
S -9.885 -15.446 -2.469
H -6.991 -13.554 -2.207
C -9.291 -15.530 3.791
C -8.667 -20.722 0.800
C -8.826 -19.371 0.569
C -5.313 -16.565 -1.413
H -6.433 -13.223 3.802
H -6.586 -18.088 -2.364
H -5.622 -18.737 -1.057
C -7.358 -12.361 -0.431
C -10.302 -14.362 1.199
H -8.308 -21.480 0.057
H -12.748 -19.141 -1.269
H -5.417 -11.897 3.134
F -8.452 -18.882 -0.700
H -8.528 -10.544 -0.688
C -7.002 -12.203 0.940
C -8.858 -21.206 2.160
C -11.744 -16.854 2.437
H -10.451 -14.592 0.150
H -4.187 -16.109 -3.227
N -6.603 -15.935 -0.863
C -11.591 -17.577 -1.884
*
```

As for the LUMO energy: -0.32 eV. As for the total energy: -2896.92027 a.u. For the energy relative to the best compared isomer or geometry (same formula, charge and spin), the calculation gives 0.000 eV.

Mulliken population analysis, charges in e, atoms 1 to 8: 0.565, 0.151, 0.390, -0.314, 0.327, 0.315, -0.563, -1.373



[2]
The following is a DFT calculation (ωB97M-V with the def2-TZVPD basis set) of C15H17F3N2O5PdS2Te as an isolated structure.

```
! RIJCOSX wB97M-V def2-TZVPD def2/J DEFGRID3
* xyz 0 1
C 0.231 -1.795 0.979
O 0.415 -0.714 -2.523
H 0.755 -2.111 4.740
C -4.849 -0.674 -0.979
H 4.253 3.528 1.611
H 2.065 -2.905 0.723
C 2.573 2.091 0.078
O -1.322 2.783 -1.243
N -0.685 -1.308 1.815
O -2.485 0.934 -2.358
H 3.936 -1.439 -0.666
H -5.677 -1.172 -0.478
C 1.375 -2.468 1.431
Pd -1.332 -0.414 -1.286
C 3.902 1.798 0.381
O 1.977 -2.504 -1.747
N -0.023 -1.625 -0.383
C -3.151 3.309 -3.052
S 1.189 -1.356 -1.433
C 1.739 1.139 -0.479
H 5.413 0.275 0.343
H -2.425 -3.085 1.162
H -5.108 0.350 -1.225
H -1.260 -1.031 3.764
H 0.712 1.397 -0.713
C -3.232 -2.763 0.512
C 4.804 2.852 0.958
H -3.103 -3.176 -0.484
H 5.245 3.453 0.160
C -0.483 -1.440 3.126
C 0.631 -2.046 3.669
F -3.324 4.557 -2.617
H 2.182 3.081 0.278
C 4.383 0.519 0.113
Te -3.211 -0.640 0.380
F -4.306 2.865 -3.546
F -2.242 3.313 -4.022
O -3.663 2.276 -0.691
C 2.246 -0.129 -0.738
H 2.450 -3.081 3.171
C 1.572 -2.575 2.793
H -4.566 -1.218 -1.876
H 5.619 2.407 1.527
S -2.591 2.255 -1.652
C 3.563 -0.447 -0.446
H -4.193 -3.066 0.923
*
```

As for the LUMO energy (spin up / spin down): -0.83 / -0.83 eV. As for the total energy: -2559.39344 a.u. For the energy relative to the best compared isomer or geometry (same formula, charge and spin), the calculation gives 0.000 eV.

Mulliken population analysis, charges in e, atoms 1 to 8: 0.273, -0.851, 0.399, -1.069, 0.373, 0.579, -1.026, -0.665



[3]
The following is a DFT calculation (ωB97M-V with the def2-TZVPD basis set) of a 7-piece molecular cluster, C24H60F6N5O11 overall in a non-equilibrium geometry.

```
! RIJCOSX wB97M-V def2-TZVPD def2/J DEFGRID3
* xyz 1 1
F -5.794 -1.789 1.404
H -2.064 3.021 1.129
H 0.887 -4.113 -2.155
F -5.819 -3.070 3.147
O 1.530 0.612 4.380
H -2.182 0.425 1.214
H 2.216 2.229 0.643
C 1.755 2.089 -2.180
H -1.423 1.933 -0.966
O -1.309 -0.798 -0.298
H -2.933 -0.431 -3.716
C -1.911 -1.569 -5.342
C 2.407 1.541 6.436
N -2.877 1.117 1.455
C -1.275 -2.449 4.796
H 0.569 -3.726 -3.606
H 3.395 1.457 4.476
H -1.923 -2.682 5.642
C -1.948 -0.789 -4.017
H -2.984 2.756 -1.538
H 3.310 0.020 5.254
H 4.001 4.065 -2.055
H 1.818 2.058 -3.268
H 2.004 2.554 6.426
F -1.732 -5.554 -7.181
H -2.679 1.295 2.429
O -4.809 3.070 2.203
H -6.899 2.820 2.143
H 0.630 -0.114 -5.354
H 0.129 1.407 2.997
O 1.652 -0.766 -3.784
H 2.872 -4.819 -4.117
H 1.873 -0.317 7.311
C 0.933 1.755 3.645
C 2.696 0.908 5.107
H -0.603 -3.301 4.902
N 1.026 -3.341 -2.791
O 4.801 3.473 -0.257
C 3.076 2.218 -1.293
H 4.023 -3.679 -4.746
O 0.365 -4.418 -6.194
C -6.120 3.509 2.469
O -2.912 -3.248 3.204
H -6.185 3.658 3.547
C -5.046 -2.285 2.454
C -4.251 3.080 0.880
H -0.329 -2.815 -7.081
H 5.936 5.051 -0.897
H 3.542 -1.350 -3.924
H 4.394 0.659 7.267
H -1.511 -1.346 -3.188
C 3.005 -3.766 -4.367
H 2.250 -0.062 -5.796
H 3.677 1.979 8.159
H 0.984 2.721 -1.739
H 1.535 -1.611 -5.741
H -2.917 -1.754 -5.719
C 2.731 -1.512 -3.213
C -2.490 2.100 -0.821
F -4.929 -1.236 3.216
H 2.325 0.695 0.097
C -2.035 -2.127 3.540
N -0.083 -0.712 -0.206
O 0.688 -1.497 -0.714
C 3.688 3.670 -1.088
N 2.768 1.603 0.074
C -2.898 2.450 0.722
N 1.497 0.620 7.276
C -2.019 -4.167 -7.052
H 5.132 5.430 0.594
H 2.427 -3.544 -5.264
H -2.545 -1.164 3.552
H -1.283 0.069 -4.118
H -1.165 -2.031 2.890
H 3.074 -1.010 -2.308
C 1.559 -0.663 -5.204
C 2.477 -2.998 -3.145
F -3.248 -4.070 -6.380
H -1.564 -0.897 -6.126
H 1.385 1.080 -1.999
H 1.626 0.893 8.240
H -4.054 4.099 0.548
H 0.557 0.710 6.918
H 3.800 1.572 -1.790
H 4.360 2.227 6.545
H -2.934 1.151 -1.120
O -0.996 -2.749 -5.159
C -3.639 -3.008 1.999
H 2.950 -3.419 -2.258
C 3.772 1.548 7.163
H -0.810 -1.530 5.152
O -3.654 -4.248 1.326
H 6.478 4.369 0.601
H 0.437 2.522 4.240
H 0.529 -2.581 -2.349
H 3.116 4.381 -0.492
H -3.202 -2.317 1.278
H -3.794 0.695 1.478
H -4.948 2.579 0.208
F -2.277 -3.804 -8.363
H 3.642 1.339 0.507
C -0.748 -3.532 -6.375
C 5.579 4.609 0.034
H 1.670 2.298 3.053
O 0.312 0.138 0.572
H -6.122 4.447 1.914
*
```

As for the LUMO energy: -3.92 eV. As for the total energy: -2650.25051 a.u.

Mulliken population analysis, charges in e, atoms 1 to 8: -0.324, 0.414, 0.481, -0.291, -0.291, -0.233, 0.170, -1.028



[4]
The following is a DFT calculation (ωB97M-V with the def2-TZVPD basis set) of C6H8N2O as an isolated structure in a non-equilibrium geometry.

```
! RIJCOSX wB97M-V def2-TZVPD def2/J DEFGRID3
* xyz 0 1
C 1.329 1.383 0.688
N -0.972 -0.024 -0.704
C 0.599 -1.274 0.538
H 0.514 -1.850 1.497
H 1.234 -2.583 -1.445
O -1.697 -1.806 0.574
H -2.607 0.684 -1.516
H -2.597 0.830 0.325
C 1.455 -0.007 0.230
C -0.920 -0.990 0.149
C 1.387 -1.715 -0.657
H 2.028 1.549 1.490
H 0.340 1.356 1.036
H -1.591 1.938 -0.585
N 2.042 -0.490 -0.864
C -1.976 0.936 -0.626
H 1.433 2.063 -0.130
*
```

As for the LUMO energy (spin up / spin down): -1.77 / -0.71 eV. As for the total energy: -417.98907 a.u. For the energy relative to the best compared isomer or geometry (same formula, charge and spin), the calculation gives 5.285 eV.

Mulliken population analysis, charges in e, atoms 1 to 8: -1.083, -0.273, 0.072, 0.346, 0.306, -0.609, 0.325, 0.288



[5]
The following is a DFT calculation (ωB97M-V with the def2-TZVPD basis set) of a 2-piece molecular cluster, C3Br2ClFO overall in a non-equilibrium geometry.

```
! RIJCOSX wB97M-V def2-TZVPD def2/J DEFGRID3
* xyz 0 1
C -1.066 1.179 -0.476
Br -1.200 0.114 -2.155
O -0.295 2.064 -0.405
Cl 0.660 -1.000 2.867
Br 2.033 -1.784 -1.335
F -2.238 1.239 0.167
C 1.296 -1.234 0.201
C 0.810 -0.578 1.135
*
```

As for the LUMO energy: -0.92 eV. As for the total energy: -5897.50851 a.u. Its SMILES is O=C(F)Br.ClC#CBr. For the energy relative to the best compared isomer or geometry (same formula, charge and spin), the calculation gives 3.059 eV.

From a Mulliken analysis of the wavefunction, the atomic charges in e read: 0.542, -0.101, -0.294, -0.117, 0.061, -0.173, -0.094, 0.177



[6]
The following is a DFT calculation (ωB97M-V with the def2-TZVPD basis set) of one molecule with the formula C3H5N3O in a non-equilibrium geometry.

```
! RIJCOSX wB97M-V def2-TZVPD def2/J DEFGRID3
* xyz 0 1
C 1.152 0.472 0.050
H 1.493 -1.316 1.153
H -0.004 2.085 -0.855
H -0.538 -2.327 1.049
H -1.979 0.611 -1.135
N 0.862 -0.738 0.622
H -0.523 1.458 0.620
N -1.196 -1.040 -0.403
O 2.247 0.864 -0.308
C -0.153 1.132 -0.293
N -1.038 0.197 -0.971
C -0.323 -1.398 0.473
*
```

As for the LUMO energy: 0.69 eV. As for the total energy: -356.78377 a.u. Its SMILES is O=C1CNN=CN1. For the energy relative to the best compared isomer or geometry (same formula, charge and spin), the calculation gives 2.003 eV.

Mulliken population analysis, charges in e, atoms 1 to 8: 0.394, 0.232, 0.312, 0.357, 0.286, -0.119, 0.312, -0.541